A gas-phase ion, C4H9O2S (charge -1) in a non-equilibrium geometry. Source: OMol25; level of theory: ωB97M-V with the def2-TZVPD basis set.

The value obtained for the energy relative to the best compared isomer or geometry (same formula, charge and spin) is 84.3 kcal per mole. As for the total charge: -1. For the molecular weight, the calculation gives 121.181 u. For the gap between HOMO and LUMO, the calculation gives 6.7 eV. As for the multiplicity: 1.

Last columns: bonded neighbours and bond lengths (Å).
Cartesian coordinates (Å):
1 S -0.78710 0.40692 0.84037  O2 1.511, O3 1.457, C4 1.858, C5 1.957
2 O -1.22672 -0.88760 1.48459  S1 1.511
3 O -1.72020 1.33571 0.21649  S1 1.457
4 C -0.01805 1.32149 2.26334  S1 1.858, H12 1.116, H14 1.093, H16 1.092
5 C 0.91333 0.33547 -0.12665  S1 1.957, C6 1.473, H9 1.118
6 C 0.65914 -0.08439 -1.51505  C5 1.473, C7 1.567, H11 1.111, H13 1.080
7 C -0.16944 -1.40588 -1.66083  C6 1.567, H8 1.098, H10 1.084, H15 1.076
8 H -0.80282 -1.40000 -2.55725  C7 1.098
9 H 1.26870 -0.58095 0.40647  C5 1.118
10 H 0.34280 -2.35916 -1.72012  C7 1.084
11 H 1.66117 -0.22411 -1.97518  C6 1.111
12 H 0.73171 1.96573 1.74465  C4 1.116
13 H 0.22504 0.63568 -2.19302  C6 1.080
14 H 0.48504 0.49554 2.77279  C4 1.093
15 H -0.79725 -1.45795 -0.78791  C7 1.076
16 H -0.76534 1.90350 2.80730  C4 1.092